Below is a 8-piece molecular cluster, C17H53N13O8 overall, with properties calculated with ωB97M-V with the def2-TZVPD basis set.

Computed properties:
LUMO energy (eV): 0.11
HOMO energy (eV): -7.58
SMILES string: COC[C@H](C)N.COC[C@H](C)N.COC[C@H](C)N.NC(N)=O.NC(N)=O.NC(N)=O.NC(N)=O.NC(N)=O

```
! wB97M-V def2-TZVPD RIJCOSX def2/J DEFGRID3
* xyz 0 1
C 2.61 -2.87 -1.61
H -5.20 3.92 0.94
H 3.53 -1.61 4.89
C -2.50 4.38 0.11
H -4.81 2.35 0.26
H 1.31 -3.17 -5.02
C -3.78 4.07 -0.74
H -2.37 3.24 -2.17
H -0.43 5.63 1.05
H -0.70 6.04 -3.70
H -3.21 1.52 2.75
O -0.76 2.94 -3.24
O 2.22 -4.19 -1.24
H -2.87 0.91 1.02
C -0.39 5.65 -0.04
C 2.97 -0.07 6.05
H -0.93 0.45 2.24
H 0.31 4.91 -0.42
H 1.06 1.77 -0.96
H 4.52 -4.85 2.15
H 0.39 -2.74 -3.60
N -0.98 5.16 -3.30
C -0.33 4.05 -3.34
H -2.41 -2.03 -4.45
N 4.61 -4.86 4.51
N -1.54 1.15 -0.25
O -3.24 0.13 -2.24
H 0.11 6.55 -0.41
C -2.80 -0.88 -2.79
C -0.06 0.65 1.62
O 2.95 0.97 6.63
C 0.74 0.73 -0.86
H 4.05 -5.20 -1.39
H 1.83 -2.22 -1.22
N 0.96 4.29 -3.58
H 2.64 -6.06 -0.95
C 2.99 -5.28 -1.63
H 3.88 -4.14 -3.79
H -2.47 -1.93 -1.08
H -2.06 -2.76 -2.47
H -2.86 4.81 1.04
C 2.53 -2.73 -3.20
H 1.41 -0.69 6.92
C -0.41 0.38 0.07
C -4.39 0.17 1.92
H 4.61 -0.18 4.84
O -4.71 -0.57 1.03
H 1.31 5.22 -3.76
H 0.98 -4.34 -3.66
H 5.34 -5.05 3.84
H 4.45 -2.71 -3.44
H -1.95 5.08 -3.05
H 0.09 1.72 1.78
H -1.18 1.90 -0.82
H 1.79 -1.54 5.38
H 0.15 -1.92 1.59
N -4.87 -0.03 3.15
C 1.25 -3.32 -3.94
C -4.92 3.41 0.02
C 3.77 -4.09 3.93
H -5.70 3.31 -0.73
H -1.87 3.56 0.45
H 1.53 3.46 -3.51
H 3.57 -2.51 -1.25
N -3.34 0.98 1.91
H -2.05 0.63 -0.95
O -1.70 5.50 -0.48
H -4.85 0.73 3.82
H 2.89 -4.01 2.19
H 2.56 -1.64 -3.29
H -3.31 2.14 -1.47
H -3.04 -0.39 -4.67
H -5.59 -0.72 3.27
N -2.80 -1.18 -4.09
N 3.81 -0.69 5.20
N 3.73 -4.40 2.60
H 3.02 -5.66 -2.65
H -0.54 -0.70 0.05
H 1.57 -2.14 2.58
C 1.10 -1.46 1.87
H -4.16 4.95 -1.27
N -3.28 3.12 -1.74
H 1.70 0.32 -0.54
H 4.77 -4.81 5.51
H 0.73 0.42 -1.90
O 1.00 -0.03 2.22
N -2.36 -1.88 -2.08
N 3.70 -3.16 -3.95
H 1.68 -1.62 0.96
N 2.03 -0.95 6.17
O 2.99 -3.27 4.35
*
```

How is the electron density shared among the atoms? According to Mulliken, the charges in e are: C 0.3725; H 0.3710; H 0.3725; C -0.1622; H 0.1734; H 0.4366; C 0.4237; H 0.1360; H 0.3753; H 0.1842; H 0.1874; O -0.6383; O -0.3718; H -0.0119; C -0.6844; C 0.5434; H 0.4720; H 0.1412; H 0.1691; H 0.1868; H -0.0353; N -0.2656; C 0.6699; H 0.1581; N -0.4366; N 0.6332; O -0.7568; H 0.2581; C 0.5010; C -1.0178; O -0.6526; C -1.4562; H 0.3661; H -0.5182; N -0.4807; H 0.3269; C -0.9679; H 0.2633; H 0.2306; H 0.1717; H 0.5407; C 0.0202; H 0.1860; C 0.9493; C 0.6976; H 0.1675; O -0.6522; H 0.1444; H 0.2690; H 0.1817; H 0.3085; H 0.1714; H 0.2126; H -0.4883; H 0.2186; H 0.3624; N -0.4687; C -1.0005; C -1.5090; C 0.5944; H 0.4372; H -0.1076; H 0.2217; H 0.4033; N 0.1249; H -0.1104; O -0.3776; H 0.1611; H 0.1541; H 0.5115; H -0.0289; H 0.2635; H 0.2515; N -0.4484; N -0.3148; N -0.3311; H 0.3321; H -0.0252; H -0.1509; C -0.2514; H 0.3086; N -0.4224; H 0.4561; H 0.2462; H 0.5056; O -0.3762; N -0.2843; N -0.7366; H 0.1008; N -0.4001; O -0.6857